The following is a DFT calculation (ωB97M-V/def2-TZVPD) of the ion C7H12N3 with charge +1 in a non-equilibrium geometry.

Results
SMILES string: CN1C=CN2CCC[NH+]=C12
HOMO-LUMO gap (eV): 10.2
Multiplicity: 1
Charge: +1
Energy (eV): -11918.2880
LUMO (eV): -2.54
ΔE to the lowest compared entry with this formula, charge and spin (kJ/mol): 24.4

The geometry in XYZ format:
```
22
Properties=species:S:1:pos:R:3:forces:R:3
C 2.385778 1.261048 -1.064921 0.321 0.526 -0.121
N 1.375679 0.235848 -0.969824 -0.649 -0.218 0.386
C 1.384296 -0.952779 -1.668461 -0.362 -0.674 -0.197
C 0.268204 -1.643188 -1.338209 0.653 -0.076 -0.515
N -0.435334 -0.874973 -0.443210 0.594 0.602 -0.003
C -1.683728 -1.135961 0.236855 -0.585 -0.024 0.438
C -1.583265 -0.514153 1.627442 0.086 0.100 -0.066
C -1.313150 0.987871 1.558087 -0.476 -0.042 0.282
N -0.253965 1.306770 0.610400 1.646 -2.572 -2.328
C 0.258372 0.247512 -0.235945 -1.396 2.842 2.201
H 2.365174 1.890697 -0.178377 0.049 -0.050 0.004
H 3.368633 0.798197 -1.143295 -0.099 -0.015 0.079
H 2.221187 1.883551 -1.946117 -0.044 -0.039 0.079
H 2.177463 -1.199249 -2.342892 0.160 -0.065 -0.096
H -0.068094 -2.605994 -1.665073 -0.092 -0.129 -0.023
H -1.837039 -2.213981 0.306455 0.076 0.109 -0.105
H -2.504932 -0.697279 -0.338399 0.059 -0.084 0.049
H -2.502893 -0.685574 2.183692 0.004 -0.009 -0.024
H -0.767797 -1.004633 2.163848 -0.045 -0.036 0.035
H -2.216811 1.530109 1.257955 0.070 -0.123 0.090
H -1.023433 1.337844 2.552390 -0.045 0.022 -0.139
H 0.385654 2.048318 0.837596 0.073 -0.044 -0.026
```
Forces are in eV/Å.

These are the Mulliken partial charges, in e, on atoms 1 to 2:
1 C -0.90
2 N 0.13

The following is a DFT calculation (ωB97M-V/def2-TZVPD) of the ion C7H12N3 with charge +1 in a non-equilibrium geometry.

Results
SMILES string: C=C(CNC)[n+]1ccc[nH]1
HOMO-LUMO gap (eV): 9.1
Multiplicity: 1
Charge: +1
Energy (eV): -11914.9591
LUMO (eV): -3.80
ΔE to the lowest compared entry with this formula, charge and spin (kJ/mol): 345.6

The geometry in XYZ format:
```
22
Properties=species:S:1:pos:R:3:forces:R:3
C -0.473400 -2.349288 -0.389195 4.174 -0.129 0.435
C -0.380348 -1.013198 -0.341961 -0.228 -1.502 -1.120
C -1.571964 -0.253163 -0.825107 0.000 1.058 1.182
N -1.540943 1.061580 -0.206717 -1.348 1.908 -2.361
C -1.901107 0.934199 1.187363 1.303 1.004 1.490
N 0.850272 -0.256100 -0.089681 0.414 -1.240 0.940
C 1.862962 -0.477736 0.815492 -1.092 1.659 -1.830
C 2.830499 0.482976 0.625603 -0.797 -0.822 -0.530
C 2.451263 1.186460 -0.481870 -1.024 -0.281 -0.136
N 1.243203 0.763711 -0.892517 1.456 -0.963 1.784
H -1.284611 -2.845157 -0.896586 -0.430 -0.007 0.634
H 0.493502 -2.968499 -0.164509 -2.104 0.978 -0.425
H -1.588940 -0.146535 -1.883104 0.183 0.078 -1.068
H -2.463800 -0.832232 -0.550684 0.082 0.006 -0.048
H -2.120094 1.740901 -0.865482 1.235 -1.686 2.616
H -2.830001 0.433605 1.341934 -0.737 -0.453 0.288
H -1.091740 0.462834 1.789120 -0.335 -0.845 -0.923
H -1.838610 1.824637 1.827312 -0.754 0.641 -1.032
H 1.950783 -1.275852 1.473390 -0.697 -1.295 1.061
H 3.714981 0.550943 1.174065 1.171 0.222 0.569
H 3.006412 1.889671 -1.015313 0.414 1.218 -0.727
H 0.681678 1.086244 -1.631558 -0.888 0.450 -0.798
```
Forces are in eV/Å.

These are the Mulliken partial charges, in e, on atoms 1 to 2:
1 C -1.06
2 C 0.93

The following is a DFT calculation (ωB97M-V/def2-TZVPD) of a cluster of 2 separate species, C7H12N5 in total in a non-equilibrium geometry.

Results
HOMO-LUMO gap (spin up / spin down) (eV): 7.4 / 7.4
Multiplicity: 1
Charge: +1
Energy (eV): -14893.6825
LUMO (spin up / spin down) (eV): -3.49 / -3.49
ΔE to the lowest compared entry with this formula, charge and spin (kJ/mol): 318.9

The geometry in XYZ format:
```
24
Properties=species:S:1:pos:R:3:forces:R:3
C -1.725596 0.694925 0.027517 2.619 -0.155 0.240
C 0.449417 0.334203 0.049537 1.802 -3.741 -0.698
C -0.249014 -0.912983 -0.044350 0.904 0.762 1.005
C 1.754716 -2.085710 0.107589 -0.703 3.206 -0.641
C 1.910753 0.258811 -0.252368 -0.738 -1.899 -2.015
C -2.665747 -1.645318 0.025037 -1.227 0.030 -1.766
C -0.388960 2.713785 0.447202 1.297 -0.490 -0.174
N 2.433123 -1.010371 0.088422 0.747 -0.542 0.225
N -1.562049 -0.674565 -0.004422 -1.084 2.082 -0.377
N -0.454099 1.271349 0.088875 -4.747 0.586 1.159
N 0.375631 -2.125721 -0.096972 1.305 -0.532 -0.225
N 2.757516 1.312569 -0.004067 0.851 0.790 -0.721
H -2.587393 1.314509 0.134968 -0.589 -0.343 0.033
H 2.174462 -3.031269 0.156693 1.122 -1.581 0.489
H 1.653254 -0.222646 -2.029933 0.356 1.068 2.183
H -2.931009 -1.826951 1.022590 -0.189 -0.151 1.649
H -3.674255 -1.153832 -0.424322 2.751 -1.510 0.395
H -2.290044 -2.660074 -0.351925 -0.943 1.741 -0.191
H 0.675097 2.952179 0.726664 -1.439 0.002 -0.152
H -0.696962 3.147448 -0.464070 0.186 1.290 -0.966
H -1.138899 3.031490 1.185192 0.594 -0.655 0.162
H 0.080850 -3.074686 0.105793 -1.288 0.659 -0.170
H 2.276206 2.206508 -0.252475 1.573 -0.990 0.096
H 3.822996 1.186351 -0.241181 -3.159 0.374 0.459
```
Forces are in eV/Å.

These are the Mulliken partial charges, in e, on atoms 1 to 2:
1 C -0.43
2 C 0.69

The following is a DFT calculation (ωB97M-V/def2-TZVPD) of the ion C7H12N5 with charge +1 in a non-equilibrium geometry.

Results
HOMO-LUMO gap (eV): 9.4
Multiplicity: 1
Charge: +1
Energy (eV): -14889.8759
LUMO (eV): -4.04
ΔE to the lowest compared entry with this formula, charge and spin (kJ/mol): 686.2

The geometry in XYZ format:
```
24
Properties=species:S:1:pos:R:3:forces:R:3
C -0.558979 -2.504751 1.354618 0.129 0.420 -0.182
C -0.416462 -2.409404 0.081405 0.554 1.908 0.543
C -0.069570 -1.648089 -1.100738 -0.110 -1.004 0.341
C 0.372583 0.188239 0.198326 0.756 3.151 2.690
C 0.136976 -2.283331 -2.417094 -2.076 -2.723 -0.558
C 1.885877 0.966278 1.921759 0.202 -1.746 1.164
C -1.832496 0.921837 1.160746 -2.468 2.080 2.026
N 0.129979 -0.426806 -0.913364 -0.062 0.099 -3.645
N 0.020619 2.793416 -1.144199 0.123 2.944 -2.182
N -0.782224 2.368050 -0.291184 -2.202 0.931 1.293
N 1.390158 0.085297 0.909624 -0.551 -0.531 -0.833
N -0.695761 1.332241 0.371475 2.027 -2.855 -0.073
H -0.583014 -3.429855 0.055394 -0.688 -3.478 -0.306
H 0.779935 2.252463 -1.560823 -0.003 0.091 0.153
H -0.747769 -2.925420 -2.808062 0.910 1.064 1.151
H 0.898281 -3.084130 -2.347210 0.116 0.790 -0.007
H 0.261874 -1.597176 -3.210946 0.783 0.862 -0.519
H 2.554644 0.330634 2.547385 -0.282 0.791 -0.373
H 1.117550 1.334473 2.576845 -0.476 0.516 0.248
H 2.450209 1.748893 1.475773 0.506 0.744 -0.293
H -1.701340 0.045085 1.855365 0.382 0.727 -1.300
H -2.016937 1.824446 1.873983 -0.064 -1.586 -1.144
H -2.741099 0.834451 0.488703 1.089 -0.207 0.929
H -0.320818 3.770999 -1.546806 1.404 -2.988 0.877
```
Forces are in eV/Å.

These are the Mulliken partial charges, in e, on atoms 1 to 2:
1 C -0.73
2 C 0.12

The following is a DFT calculation (ωB97M-V/def2-TZVPD) of the ion C7H12N5 with charge +1 in a non-equilibrium geometry.

Results
SMILES string: Cn1c[n+](C)c2c1NC=N[C@@H]2N
HOMO-LUMO gap (eV): 9.2
Multiplicity: 1
Charge: +1
Energy (eV): -14896.9875
LUMO (eV): -3.20
ΔE to the lowest compared entry with this formula, charge and spin (kJ/mol): 0.0

The geometry in XYZ format:
```
24
Properties=species:S:1:pos:R:3:forces:R:3
C 2.610085 1.625451 -0.014506 -1.490 1.560 -1.395
N 1.468065 0.707378 -0.137253 -0.627 0.760 0.471
C 1.598286 -0.608056 -0.240955 -1.887 -0.837 -0.837
N 0.365240 -1.174612 -0.424762 1.751 3.435 0.950
C 0.176933 -2.545060 -0.565499 1.592 -3.444 1.792
C -0.537337 -0.152265 -0.334258 -2.150 0.190 -0.168
C 0.103419 1.022031 -0.195102 1.792 -0.091 0.163
N -0.503324 2.235466 -0.015639 0.387 1.357 -0.096
C -1.900411 2.209652 0.081001 1.249 1.958 0.850
N -2.582968 1.194705 0.029514 -1.336 -2.031 -1.062
C -2.045730 -0.135538 -0.238516 -1.203 -0.742 0.651
N -2.539267 -0.981477 0.851074 0.836 -0.138 1.224
H 2.796122 2.002218 -1.041831 0.923 -0.942 0.396
H 2.287700 2.613147 0.384026 0.135 -1.084 0.847
H 3.374604 1.103234 0.536889 0.496 0.425 -0.125
H 2.508675 -1.162195 -0.279349 0.407 -0.066 0.009
H -0.727351 -2.899080 -0.985075 -0.826 0.405 -1.145
H 1.099337 -2.903776 -1.080596 -1.095 -0.264 0.187
H 0.119488 -3.064153 0.446625 0.389 0.772 -0.962
H -0.055177 3.159153 -0.076754 -0.087 -1.102 -0.023
H -2.385250 3.148415 0.365752 0.412 0.000 -0.305
H -2.564204 -0.565809 -1.090545 0.277 0.414 -0.645
H -1.926666 -0.821357 1.649980 0.304 -0.311 0.009
H -3.382340 -0.556125 1.245670 -0.246 -0.225 -0.785
```
Forces are in eV/Å.

These are the Mulliken partial charges, in e, on atoms 1 to 2:
1 C -0.87
2 N 0.06

The following is a DFT calculation (ωB97M-V/def2-TZVPD) of the ion C7H12N7 with charge +1 in a non-equilibrium geometry.

Results
SMILES string: NN/C(N)=N\C(=[NH2+])Cc1cncnc1
HOMO-LUMO gap (eV): 9.9
Multiplicity: 1
Charge: +1
Energy (eV): -17876.1806
LUMO (eV): -2.87
ΔE to the lowest compared entry with this formula, charge and spin (kJ/mol): 0.0

The geometry in XYZ format:
```
26
Properties=species:S:1:pos:R:3:forces:R:3
N 0.262352 -0.134768 -2.788653 0.847 1.660 -0.388
N 0.494647 -1.385695 -2.365174 2.336 -1.517 -2.263
C -0.089260 -2.057536 -1.430727 -3.292 1.723 2.615
N -0.038003 -3.355550 -1.274176 2.355 -3.224 -0.591
N -1.020588 -1.382683 -0.702899 -0.520 -1.344 -1.073
C -0.958664 -0.529579 0.226970 4.187 0.458 0.517
N -1.961104 0.079906 0.779802 0.235 2.432 2.432
C 0.619885 -0.147459 0.920587 -4.571 -3.093 1.048
C 0.700133 1.269164 1.251170 0.623 0.982 1.775
C 1.264678 2.231261 0.434358 0.058 1.069 -0.209
N 1.149232 3.555060 0.745144 0.569 -1.673 -1.459
C 0.516626 3.862455 1.854787 0.674 2.411 -1.241
N 0.189221 3.050927 2.807170 -0.484 -0.780 1.355
C 0.326771 1.772085 2.557659 0.567 0.851 -3.617
H -0.023188 0.418431 -2.053429 -0.436 1.646 1.920
H -0.426357 -0.035784 -3.481310 -1.146 -0.498 -1.303
H 1.221304 -1.753674 -2.951388 0.175 -0.981 0.193
H -0.210472 -3.862640 -0.397837 -0.326 1.048 -0.438
H 0.613672 -3.915721 -1.868269 -0.903 0.867 0.511
H -1.685722 0.788427 1.499781 -0.492 -0.927 -0.935
H -2.896347 0.198263 0.467775 -0.629 -0.565 -0.650
H 1.255968 -0.680660 0.225838 0.639 0.558 0.085
H 0.425541 -0.812056 1.867380 1.019 1.224 -1.479
H 1.860478 1.922297 -0.469873 -0.762 0.632 0.839
H 0.368866 4.945999 1.989241 -0.130 -0.590 0.164
H 0.217615 1.194169 3.381596 -0.595 -2.368 2.192
```
Forces are in eV/Å.

These are the Mulliken partial charges, in e, on atoms 1 to 2:
1 N -0.69
2 N 0.13

What is the formula in the sixth record? C7H12N7

Number 5 is which compound? C7H12N5